(1)
DFT (ωB97M-V with the def2-TZVPD basis set) results for 2 unconnected molecules or ions with the total composition C3HClNP at a distorted geometry.

Geometry (Å):
C: 1.28039 -1.63182 -0.77606
C: 0.00211 -0.57360 1.12784
C: 0.51871 -1.02086 0.22592
N: 1.73724 -2.40349 -1.52251
P: -1.93554 2.69409 0.71904
Cl: -1.53127 2.62977 -1.29312
H: -0.07164 0.30590 1.51889

Computed properties:
highest occupied orbital energy (alpha / beta): -0.32656 / -0.32655 hartree
max |F|: 10.46 eV/A
net charge: 0
E_LUMO (alpha / beta): -1.83 / -1.85 eV
relative energy (zero: lowest compared OMol25 entry of this formula, charge and spin): 73.6 kcal/mol

Atomic partial charges in e from the Löwdin method, atoms 1 to 4: atom 1 (C): -0.20, atom 2 (C): 0.11, atom 3 (C): -0.11, atom 4 (N): 0.17

---

(2)
DFT (ωB97M-V with the def2-TZVPD basis set) results for a single C3HF3 molecule at a distorted geometry.

Geometry (Å):
C: -0.34755 -0.20258 0.10104
C: -1.24711 -1.17065 -0.05987
C: -1.76110 0.35495 -0.06267
F: -1.49590 -2.43916 -0.01369
F: -2.31156 0.79616 1.08938
F: -2.43762 0.89502 -1.11418
H: 0.58378 0.20082 0.34290

Computed properties:
structure (SMILES): FC1=CC1(F)F
highest occupied orbital energy: -0.38974 hartree
max |F|: 4.72 eV/A
net charge: 0
E_LUMO: 0.77 eV
relative energy (zero: lowest compared OMol25 entry of this formula, charge and spin): 34.8 kcal/mol

Atomic partial charges in e from the Löwdin method, atoms 1 to 4: atom 1 (C): 0.14, atom 2 (C): -0.14, atom 3 (C): -0.38, atom 4 (F): 0.14

---

- relative energy (zero: lowest compared OMol25 entry of this formula, charge and spin) of number 1 (C3HClNP)?
  73.6 kcal/mol